No. 1
DFT (wB97M-V/def2-TZVPD) results for the molecule C5H7NO.

```
14
Properties=species:S:1:pos:R:3:forces:R:3
C 0.32177 -0.81314 -2.12895 0.0135 -0.0198 -0.0681
C -0.05284 -0.38802 -0.73992 -0.0971 -0.1131 0.0926
C -0.88044 -1.02364 0.12388 0.0623 -0.1108 -0.2511
O -0.93144 -0.36445 1.32170 0.0591 0.1160 0.0626
C -0.12698 0.72024 1.20326 0.1345 -0.0007 -0.1333
N 0.03735 1.51881 2.33528 -0.0291 -0.1191 0.0813
C 0.41886 0.77654 -0.03825 0.0022 0.0450 0.1033
H 0.40221 -1.90240 -2.19749 -0.0447 0.1546 -0.0062
H -0.40784 -0.48368 -2.87612 0.0750 -0.0012 0.1156
H 1.29191 -0.39168 -2.40964 -0.1338 -0.0649 0.0492
H -1.48789 -1.91309 0.05313 0.0904 0.1072 -0.0102
H -0.63158 1.27164 3.05540 0.0569 0.0627 -0.0870
H 0.97480 1.44054 2.71272 -0.1098 0.0848 -0.0308
H 1.07212 1.55232 -0.41500 -0.0794 -0.1409 0.0822
```
Positions in Å, forces in eV/Å.

Summary:
HOMO level = -7.911 eV
spin multiplicity = 1
HOMO-LUMO gap = 0.327 hartree
molar mass = 97.12 g/mol
DFT total energy = -324.699619 Ha
energy above the lowest of the compared OMol25 structures with the same formula, charge and spin = 15.6 kcal per mole


No. 2
DFT (wB97M-V/def2-TZVPD) results for the molecule C5H7NO.

```
14
Properties=species:S:1:pos:R:3:forces:R:3
C 1.61637 -0.06560 -0.99071 0.0120 -0.0244 -0.0547
C 0.53601 0.19320 0.00323 0.1236 0.0284 -0.3709
N 0.78194 0.15283 1.40804 -0.0576 0.1187 0.0480
C -0.30371 -0.82573 1.13471 -0.0679 0.0480 0.3247
C -1.55187 0.10811 1.02327 -0.1672 0.0317 0.1222
C -0.82421 0.27075 -0.24187 0.0982 -0.0996 0.0390
O -1.39977 -0.13490 -1.39633 0.0737 -0.0741 -0.0582
H 1.23288 -0.08935 -2.01554 0.0481 -0.0229 0.1552
H 2.11542 -1.01013 -0.75931 -0.0799 0.0913 -0.0018
H 2.36616 0.72939 -0.92682 -0.1095 -0.0981 0.0203
H 0.44388 1.01005 1.85532 -0.0277 -0.0850 -0.0298
H -1.57005 0.94200 1.72778 0.0433 -0.1224 -0.0587
H -2.52342 -0.35871 0.87681 0.1610 0.0118 0.0641
H -0.91963 -0.92191 -1.69859 -0.0502 0.1966 -0.1995
```
Positions in Å, forces in eV/Å.

Summary:
HOMO level = -8.456 eV
spin multiplicity = 1
HOMO-LUMO gap = 0.338 hartree
molar mass = 97.12 g/mol
DFT total energy = -324.561029 Ha
energy above the lowest of the compared OMol25 structures with the same formula, charge and spin = 102.6 kcal per mole